(1)
Density functional theory data (wB97M-V/def2-TZVPD) for a structure of composition C35H43AsCl5N8OPtSi3 at a distorted geometry.

Structure (XYZ):
```
97
C35H43AsCl5N8OPtSi3 | the OMol25 dataset | wB97M-V/def2-TZVPD
Pt -0.27 0.43 -0.30
C -2.57 -2.01 4.24
N -2.43 -1.56 2.86
C -1.68 -0.55 2.44
N -1.65 -0.55 1.11
C -2.47 -1.59 0.77
N -2.94 -2.23 1.81
C -1.20 -2.32 4.83
C -1.02 -2.25 6.20
C 0.24 -2.48 6.75
C 1.32 -2.75 5.93
C 1.14 -2.83 4.56
C -0.13 -2.63 4.01
C 2.26 -3.13 3.68
N 3.52 -3.17 3.95
N 4.17 -3.53 2.78
C 3.26 -3.69 1.88
O 2.01 -3.43 2.37
C 3.40 -4.06 0.48
C 4.65 -4.34 -0.06
C 4.76 -4.65 -1.40
C 3.63 -4.66 -2.22
C 2.37 -4.39 -1.68
C 1.15 -4.38 -2.56
N 0.49 -3.07 -2.49
C -0.23 -2.54 -1.51
N -0.51 -1.27 -1.80
C 0.07 -1.10 -3.03
N 0.68 -2.16 -3.47
C 2.26 -4.11 -0.33
H -3.25 -2.86 4.23
H -3.04 -1.20 4.81
H -1.15 0.10 3.10
H -2.71 -1.87 -0.24
H -1.85 -2.02 6.86
H 0.37 -2.43 7.82
H 2.31 -2.92 6.35
H -0.26 -2.72 2.94
H 5.52 -4.32 0.58
H 5.72 -4.88 -1.83
H 3.73 -4.89 -3.27
H 0.42 -5.14 -2.28
H 1.41 -4.51 -3.61
H -0.53 -3.07 -0.63
H 0.04 -0.17 -3.57
H 1.30 -3.93 0.13
C -3.18 0.99 -4.15
Si -1.98 2.42 -4.18
C -2.70 4.11 -4.45
C -0.36 2.15 -5.04
As -1.19 2.29 -1.54
Si -3.37 2.82 -0.39
C -4.39 1.28 -0.64
C -2.81 3.06 1.38
C -4.08 4.38 -1.12
Si 0.73 3.89 -1.64
C 0.14 5.33 -2.67
C 1.07 4.37 0.12
C 2.10 2.88 -2.41
H -3.26 0.64 -5.19
H -4.17 1.30 -3.83
H -2.84 0.15 -3.55
H -2.99 4.11 -5.51
H -1.98 4.92 -4.32
H -3.60 4.31 -3.88
H -0.59 2.15 -6.11
H 0.13 1.20 -4.82
H 0.34 2.97 -4.88
H -3.81 0.38 -0.49
H -4.86 1.24 -1.62
H -5.20 1.27 0.10
H -2.05 2.34 1.66
H -3.67 2.91 2.04
H -2.43 4.06 1.55
H -4.74 4.18 -1.96
H -3.32 5.10 -1.42
H -4.69 4.86 -0.35
H -0.89 5.62 -2.44
H 0.22 5.14 -3.74
H 0.77 6.19 -2.45
H 0.19 4.78 0.63
H 1.83 5.15 0.11
H 1.45 3.53 0.70
H 1.97 2.75 -3.49
H 2.18 1.89 -1.96
H 3.06 3.38 -2.26
Cl 2.64 -0.80 -0.99
C 2.54 -0.26 0.62
C 1.40 0.46 1.04
C 1.49 0.95 2.34
Cl 0.31 2.00 2.96
C 2.58 0.62 3.24
Cl 2.56 1.19 4.82
C 3.64 -0.18 2.80
Cl 4.89 -0.61 3.86
C 3.65 -0.59 1.47
Cl 4.95 -1.47 0.86
```

Computed properties:
- Orbital gap (alpha / beta): 0.2640 / 0.1288 hartree
- 2S+1: 5
- Total charge: +3
- E_LUMO (alpha / beta): -0.296 / -0.430 Eh
- Highest occupied orbital energy (alpha / beta): -15.236 / -15.216 eV

***

(2)
Density functional theory data (wB97M-V/def2-TZVPD) for a structure of composition C35H43Br2LaN5O2Sb at a distorted geometry.

Structure (XYZ):
```
89
C35H43Br2LaN5O2Sb | the OMol25 dataset | wB97M-V/def2-TZVPD
La 12.75 -10.62 -11.11
O 14.25 -6.99 -15.16
C 13.25 -7.45 -15.80
C 12.95 -7.02 -17.14
C 11.94 -7.63 -17.81
C 11.16 -8.69 -17.25
C 11.45 -9.11 -15.96
C 12.46 -8.47 -15.20
C 12.84 -8.98 -13.88
O 12.10 -9.83 -13.24
N 13.95 -8.51 -13.36
N 14.25 -9.07 -12.15
C 15.10 -8.47 -11.33
C 15.34 -9.02 -10.04
C 16.12 -8.38 -9.05
C 16.13 -8.91 -7.74
C 15.32 -10.06 -7.46
C 14.60 -10.63 -8.45
N 14.64 -10.15 -9.72
H 14.35 -7.57 -14.22
H 13.42 -6.09 -17.55
H 11.72 -7.44 -18.86
H 10.31 -9.11 -17.72
H 10.81 -9.86 -15.46
H 15.61 -7.51 -11.53
H 16.75 -7.52 -9.23
H 16.84 -8.52 -7.00
H 15.22 -10.51 -6.45
H 14.04 -11.56 -8.26
Br 15.98 -17.06 -11.41
C 15.16 -15.36 -11.67
C 15.90 -14.22 -11.63
C 15.30 -12.96 -11.85
N 14.01 -12.79 -12.03
C 13.21 -13.96 -12.02
C 13.76 -15.21 -11.83
C 11.76 -13.78 -12.24
C 10.87 -14.88 -12.48
C 9.53 -14.59 -12.51
Br 8.34 -16.04 -12.38
C 9.11 -13.22 -12.56
C 10.08 -12.22 -12.52
N 11.30 -12.51 -12.08
H 17.01 -14.28 -11.52
H 15.97 -12.15 -11.94
H 13.10 -16.07 -11.91
H 11.30 -15.84 -12.74
H 8.04 -12.99 -12.69
H 9.86 -11.14 -12.72
C 11.39 -8.08 -6.60
C 10.74 -7.42 -7.80
C 11.82 -6.77 -8.65
C 9.57 -6.49 -7.42
Sb 9.95 -9.30 -9.06
C 8.11 -8.38 -10.29
C 6.98 -7.99 -9.33
C 7.72 -9.48 -11.25
C 8.77 -7.24 -11.06
C 9.06 -10.69 -7.41
C 8.23 -11.68 -8.20
C 8.24 -9.78 -6.50
C 10.25 -11.39 -6.73
H 11.86 -7.29 -5.92
H 12.19 -8.79 -6.96
H 10.68 -8.63 -6.00
H 12.27 -5.91 -8.19
H 11.45 -6.46 -9.66
H 12.67 -7.48 -8.76
H 9.97 -5.79 -6.67
H 8.74 -6.97 -6.90
H 9.21 -5.87 -8.25
H 6.52 -8.82 -8.80
H 6.19 -7.45 -9.89
H 7.35 -7.25 -8.63
H 7.56 -10.45 -10.76
H 8.52 -9.68 -12.04
H 6.80 -9.26 -11.76
H 9.17 -6.47 -10.38
H 7.98 -6.73 -11.66
H 9.60 -7.46 -11.74
H 7.43 -11.15 -8.75
H 7.59 -12.27 -7.48
H 8.89 -12.34 -8.77
H 7.83 -8.87 -6.92
H 8.81 -9.50 -5.64
H 7.42 -10.37 -6.09
H 11.21 -11.43 -7.25
H 9.95 -12.44 -6.65
H 10.43 -10.94 -5.73
```

Computed properties:
- Orbital gap (alpha / beta): 0.1870 / 0.1870 hartree
- Total charge: +2
- E_LUMO (alpha / beta): -0.253 / -0.253 Eh
- Highest occupied orbital energy (alpha / beta): -11.968 / -11.968 eV

***

Energy relative to the best compared isomer or geometry (same formula, charge and spin) values (in eV) by entry order: 0.844, 0.463.